Entry from the Open Molecules 2025 dataset: a structure of composition C37H40O2P2Pt in a non-equilibrium geometry (ωB97M-V with the def2-TZVPD basis set).

Calculated values
HOMO-LUMO gap (alpha / beta): 6.447 / 4.868 eV
HOMO energy (alpha / beta): -11.74 / -14.10 eV
ΔE to the lowest compared entry with this formula, charge and spin: 37.1 kcal per mole

```
! RIJCOSX wB97M-V def2-TZVPD def2/J DEFGRID3
* xyz 2 5
Pt -0.4856 0.8338 -0.8406
C -0.8053 4.6300 -3.6274
C -1.3051 5.0674 -2.4694
C -2.6771 5.6970 -2.4038
C -3.7600 4.9958 -3.2578
C -3.6780 3.4923 -3.4335
C -2.9063 2.8659 -4.3304
C -2.2675 3.6184 -5.4557
C -1.4295 4.8207 -4.9718
C -0.3578 -1.2222 -0.5211
H 0.2032 4.2439 -3.7309
H -0.6654 5.2478 -1.5847
H -2.5980 6.7553 -2.7299
H -3.0045 5.7473 -1.3553
H -4.7292 5.2005 -2.7705
H -3.8155 5.5340 -4.2198
H -4.5095 2.9753 -2.9384
H -2.8848 1.7867 -4.4285
H -3.0370 3.9885 -6.1663
H -1.6313 2.9362 -6.0372
H -0.6285 4.9767 -5.7136
H -2.0535 5.7225 -5.0155
H 0.6611 -1.5959 -0.7137
H -1.0807 -1.8601 -1.0372
H -0.5693 -1.2463 0.5564
P -0.4187 3.0449 -0.6002
P -2.5547 0.3539 -1.5840
C -2.2265 3.0788 -0.8200
C -3.0433 2.0414 -1.2190
C -0.0683 3.8435 0.9844
C -0.8656 4.9382 1.3815
C -0.5681 5.6080 2.5689
C 0.4870 5.1684 3.3823
C 1.2625 4.0651 3.0025
C 0.9907 3.4076 1.8040
C 1.0258 3.3343 -1.7238
C 1.2575 2.4986 -2.8436
C 2.2972 2.7757 -3.7318
C 3.1420 3.8662 -3.5118
C 2.9476 4.6639 -2.3796
C 1.9118 4.4009 -1.4809
C -3.7247 -0.6263 -0.5995
C -3.8366 -0.3843 0.7844
C -4.8468 -1.0043 1.5206
C -5.7267 -1.8912 0.8852
C -5.5681 -2.1933 -0.4741
C -4.5568 -1.5805 -1.2147
C -2.3437 -0.4542 -3.2073
C -1.1831 -1.1753 -3.5665
C -1.0548 -1.7229 -4.8417
C -2.0364 -1.4876 -5.8077
C -3.1748 -0.7482 -5.4721
C -3.3765 -0.3250 -4.1559
H -2.6965 4.0096 -0.5177
H -4.1352 2.1554 -1.2067
H -1.7026 5.2635 0.7603
H -1.1677 6.4725 2.8635
H 0.7099 5.6849 4.3179
H 2.0815 3.7028 3.6303
H 1.6082 2.5590 1.4912
H 0.5695 1.6700 -3.0622
H 2.4462 2.1162 -4.5881
H 3.9807 4.0461 -4.1899
H 3.6451 5.4739 -2.1737
H 1.7982 5.0219 -0.5898
H -3.1378 0.2979 1.2755
H -4.9430 -0.7981 2.5899
H -6.5380 -2.3476 1.4541
H -6.2313 -2.9143 -0.9571
H -4.4111 -1.8342 -2.2648
H -0.3762 -1.3303 -2.8506
H -0.1656 -2.3116 -5.0733
H -1.9057 -1.8761 -6.8200
H -3.9046 -0.4823 -6.2374
H -4.3036 0.1921 -3.8926
C 0.5785 -0.0209 2.4360
O 1.5618 0.0715 1.3506
C 1.3602 0.5510 0.0945
O 2.3366 0.8333 -0.5764
H 1.1276 0.3609 3.3006
H 0.3180 -1.0743 2.5898
H -0.3438 0.5670 2.3011
*
```

***

Entry from the Open Molecules 2025 dataset: a structure of composition C37H40OOsP2 in a non-equilibrium geometry (ωB97M-V with the def2-TZVPD basis set).

Calculated values
HOMO-LUMO gap (alpha / beta): 7.465 / 5.175 eV
HOMO energy (alpha / beta): -12.97 / -13.17 eV
ΔE to the lowest compared entry with this formula, charge and spin: 2.6 kcal per mole

```
! RIJCOSX wB97M-V def2-TZVPD def2/J DEFGRID3
* xyz 2 5
Os 0.0566 0.0316 4.8878
C -1.6632 -0.0996 6.1254
C -2.0453 -0.3626 4.7635
C -2.8484 0.6204 3.9372
C -1.9795 1.6846 3.2410
C -0.5478 1.7499 3.7613
C -0.2783 2.1220 5.1346
C -1.3793 2.4265 6.1454
C -2.0223 1.1900 6.8102
C 1.9531 0.3754 5.5215
H -1.6819 -0.9367 6.8257
H -2.2099 -1.4166 4.4967
H -3.6370 1.1230 4.5336
H -3.3819 0.0615 3.1525
H -1.9506 1.4856 2.1528
H -2.4783 2.6636 3.3470
H 0.2472 1.9728 3.0195
H 0.6749 2.6562 5.3036
H -2.1700 3.0296 5.6649
H -0.9297 3.0239 6.9575
H -1.6854 1.1246 7.8562
H -3.1056 1.3610 6.8419
H 2.1858 -0.0090 6.5269
H 2.3248 1.4006 5.4609
H 2.4648 -0.2583 4.7781
P -0.0977 -1.8746 -3.1504
P 1.7863 0.5476 -3.4535
C -0.8023 -0.2986 -3.7039
C 0.0728 0.6959 -4.0470
C -0.7820 -3.1283 -4.3317
C -1.9378 -2.8928 -5.0856
C -2.4670 -3.9059 -5.8967
C -1.8141 -5.1294 -6.0153
C -0.6004 -5.3366 -5.3488
C -0.0734 -4.3422 -4.5237
C -1.0401 -2.0659 -1.5978
C -0.6565 -1.2413 -0.5187
C -1.3465 -1.3077 0.6954
C -2.4065 -2.2179 0.8468
C -2.7572 -3.0664 -0.2108
C -2.0685 -2.9991 -1.4268
C 2.6141 1.2232 -4.9687
C 2.5566 0.4147 -6.1225
C 2.9239 0.9291 -7.3642
C 3.4113 2.2407 -7.4602
C 3.5571 3.0171 -6.3074
C 3.1789 2.5040 -5.0601
C 1.9501 1.9541 -2.2929
C 3.1183 2.0379 -1.5032
C 3.3645 3.1821 -0.7381
C 2.4275 4.2247 -0.7181
C 1.2304 4.1023 -1.4265
C 0.9776 2.9553 -2.1891
H -1.9044 -0.2079 -3.7160
H -0.1388 1.5289 -4.7394
H -2.4219 -1.9175 -5.0323
H -3.3947 -3.7246 -6.4303
H -2.2330 -5.9175 -6.6323
H -0.0641 -6.2799 -5.4681
H 0.8866 -4.4920 -4.0150
H 0.1864 -0.5527 -0.6336
H -1.0501 -0.6657 1.5344
H -2.9398 -2.2719 1.7991
H -3.5622 -3.7928 -0.0875
H -2.3238 -3.6713 -2.2463
H 2.1816 -0.6087 -6.0445
H 2.8230 0.3096 -8.2581
H 3.6753 2.6489 -8.4355
H 3.9564 4.0304 -6.3743
H 3.2957 3.1263 -4.1713
H 3.8293 1.2055 -1.5036
H 4.2888 3.2592 -0.1565
H 2.6343 5.1236 -0.1401
H 0.4865 4.8969 -1.3868
H 0.0317 2.8320 -2.7173
C 0.6522 -1.8615 7.3481
C 0.3761 -1.7709 5.8529
O 0.2836 -2.7527 5.1201
H -0.1689 -1.4789 7.9847
H 1.5633 -1.3140 7.6243
H 0.8187 -2.9221 7.5989
*
```

***

Entry from the Open Molecules 2025 dataset: a structure of composition C37H41BrIrNO2S (ωB97M-V with the def2-TZVPD basis set).

Calculated values
HOMO-LUMO gap (alpha / beta): 8.130 / 6.231 eV
HOMO energy (alpha / beta): -11.33 / -11.33 eV
ΔE to the lowest compared entry with this formula, charge and spin: 6.7 kcal per mole

```
! RIJCOSX wB97M-V def2-TZVPD def2/J DEFGRID3
* xyz 1 2
Ir -0.0994 -0.4022 0.1291
C 0.3008 -1.9072 -1.4190
C 0.8030 -0.6762 -1.9860
C 1.8336 -0.2020 -1.0920
C 1.9885 -1.2199 -0.0698
C 1.0690 -2.2782 -0.2758
C 0.9767 -3.6015 0.4540
C 1.8649 -4.5743 -0.3418
C 1.5064 -3.4933 1.8856
C -0.4635 -4.1283 0.4526
C 2.7644 1.0319 -1.1413
C 2.0142 2.3682 -1.0921
C 3.7225 0.9939 0.0591
C 3.6491 1.0395 -2.3959
C 0.4578 -0.3391 -3.4457
C 0.1482 1.1356 -3.7073
C 1.6656 -0.8024 -4.2888
C -0.7031 -1.1985 -3.9763
H -0.4633 -2.5190 -1.8662
H 2.7087 -1.1716 0.7278
H 2.9120 -4.2675 -0.3106
H 1.5545 -4.6365 -1.3867
H 1.7899 -5.5706 0.0946
H 2.4959 -3.0307 1.9156
H 1.6168 -4.4956 2.3005
H 0.8334 -2.9244 2.5253
H -0.8109 -4.3484 -0.5586
H -1.1407 -3.4161 0.9180
H -0.5064 -5.0601 1.0170
H 1.4744 2.4946 -0.1597
H 1.3117 2.4795 -1.9130
H 2.7446 3.1754 -1.1640
H 3.1948 1.0350 1.0105
H 4.3736 1.8670 0.0135
H 4.3630 0.1109 0.0424
H 3.0983 1.3080 -3.2926
H 4.1564 0.0863 -2.5533
H 4.4162 1.8021 -2.2569
H 1.0412 1.7546 -3.6600
H -0.5842 1.5256 -2.9978
H -0.2641 1.2447 -4.7103
H 2.5726 -0.2443 -4.1019
H 1.4105 -0.6884 -5.3433
H 1.8711 -1.8601 -4.1117
H -1.6224 -1.1058 -3.4117
H -0.4277 -2.2534 -4.0200
H -0.9213 -0.8820 -4.9954
S -0.7887 3.7511 1.7492
C 0.4673 3.0316 2.7142
C 1.1250 3.5722 3.8130
C 2.0007 2.7595 4.5031
C 2.2070 1.4292 4.1205
C 1.5700 0.8963 3.0193
C 0.7086 1.7208 2.2999
N -0.0401 1.3758 1.1741
C -0.9069 2.3079 0.8411
C -1.8736 1.9418 -0.1663
C -2.9421 2.7395 -0.5653
C -3.8901 2.2162 -1.4236
C -3.7810 0.8935 -1.8381
C -2.7145 0.1027 -1.4349
C -1.7201 0.6125 -0.6107
H 0.9334 4.5873 4.1327
H 2.5160 3.1486 5.3703
H 2.8643 0.8036 4.7084
H 1.6835 -0.1458 2.7528
H -3.0449 3.7490 -0.1850
H -4.7271 2.8213 -1.7437
H -4.5416 0.4682 -2.4810
H -2.6951 -0.9340 -1.7311
Br -2.0848 1.6776 4.8172
C -3.1571 0.9970 3.4148
C -4.3684 1.6305 3.1697
C -5.2112 1.1505 2.1816
C -4.8498 0.0383 1.4319
C -3.6294 -0.5681 1.6597
C -2.7633 -0.0938 2.6431
C -1.4804 -0.8198 2.8847
O -1.0828 -1.1666 3.9625
O -0.8139 -1.1809 1.7759
H -4.6528 2.4837 3.7696
H -6.1616 1.6390 2.0114
H -5.5159 -0.3528 0.6751
H -3.3357 -1.4383 1.0839
*
```

***

> ΔE to the lowest compared entry with this formula, charge and spin of number 3 (C37H41BrIrNO2S)?

6.7 kcal per mole